# C25H22N3O3PSV

A structure of composition C25H22N3O3PSV at a distorted geometry (ωB97M-V/def2-TZVPD, OMol25).

Results
2S+1: 2
Expectation value of S²: 0.82
Electronic energy in eV: -82692.7927
Frontier orbital gap (spin up / spin down) in eV: 6.372 / 7.359
Relative energy (zero: lowest compared OMol25 entry of this formula, charge and spin) in kJ/mol: 0.0
Lowest unoccupied orbital energy (spin up / spin down) in eV: -8.5 / -7.5
Charge: +2

Geometry as XYZ:
```
56
Properties=species:S:1:pos:R:3:lowdin_charge:R:1
V 0.401 0.800 -0.651 0.67
O -3.044 2.734 -1.409 0.19
C -2.394 1.866 -0.928 -0.49
O -0.995 1.900 -0.738 -0.27
C -2.971 0.473 -0.520 -0.16
P -1.585 -0.701 -0.106 1.08
C -1.807 -1.021 1.631 -0.37
C -1.561 -2.324 2.090 -0.07
C -1.652 -2.495 3.451 -0.07
C -1.935 -1.481 4.336 -0.07
C -2.200 -0.227 3.883 -0.06
C -2.032 0.044 2.522 -0.07
C -1.877 -2.306 -0.941 -0.35
C -3.216 -2.635 -1.204 -0.12
C -3.571 -3.717 -1.944 -0.05
C -2.569 -4.591 -2.432 -0.04
C -1.244 -4.297 -2.214 -0.05
C -0.877 -3.100 -1.527 -0.07
H -3.577 0.026 -1.321 0.11
H -3.561 0.509 0.414 0.11
H -1.465 -3.163 1.425 0.11
H -1.439 -3.467 3.908 0.13
H -1.989 -1.750 5.435 0.15
H -2.457 0.551 4.600 0.13
H -2.232 1.020 2.085 0.11
H -4.085 -2.216 -0.705 0.12
H -4.683 -3.949 -2.083 0.15
H -2.799 -5.539 -2.883 0.12
H -0.504 -4.928 -2.720 0.12
H 0.160 -2.886 -1.402 0.07
S 1.076 0.098 -2.527 0.88
C 2.009 -0.923 -1.433 -0.67
C 3.092 -1.661 -1.867 -0.02
C 3.803 -2.407 -0.876 0.04
C 3.324 -2.326 0.416 -0.02
C 2.231 -1.562 0.753 -0.11
N 1.602 -0.845 -0.139 -0.09
H 3.346 -1.639 -2.902 0.12
H 4.618 -3.097 -1.132 0.14
H 3.755 -2.912 1.201 0.12
H 1.925 -1.428 1.796 0.15
N 1.076 6.229 -1.835 0.16
C 2.067 6.000 -0.934 -0.51
O 2.926 6.786 -0.658 0.12
C 2.239 4.623 -0.345 -0.07
C 3.187 4.448 0.664 0.07
C 3.387 3.205 1.193 0.00
C 2.585 2.183 0.768 -0.11
N 1.702 2.316 -0.197 -0.07
C 1.484 3.548 -0.793 0.00
H 1.038 7.241 -2.130 0.15
H 0.097 5.916 -1.594 0.14
H 3.778 5.304 0.872 0.13
H 4.087 2.980 1.988 0.13
H 2.645 1.163 1.199 0.12
H 0.682 3.630 -1.539 0.13
```

# C6H16

A cluster of 2 separate species, C6H16 in total at a distorted geometry (ωB97M-V/def2-TZVPD, OMol25).

Results
2S+1: 1
Electronic energy in eV: -6481.1185
Frontier orbital gap in eV: 11.937
Relative energy (zero: lowest compared OMol25 entry of this formula, charge and spin) in kJ/mol: 52.0
Lowest unoccupied orbital energy in eV: 1.1
Charge: 0

Geometry as XYZ:
```
22
Properties=species:S:1:pos:R:3:lowdin_charge:R:1
C -1.756 -1.099 1.184 -0.09
C -0.340 -1.159 1.815 -0.49
C 0.363 -2.461 1.563 -0.09
C 0.508 0.031 1.376 -0.10
H -2.258 -0.137 1.246 0.07
H -2.336 -1.907 1.616 0.07
H -1.632 -1.291 0.113 0.07
H -0.621 -0.955 2.849 0.12
H 0.022 -2.922 0.623 0.08
H 1.428 -2.319 1.403 0.07
H 0.198 -3.246 2.305 0.08
H 0.006 0.971 1.443 0.06
H 1.454 0.064 1.897 0.08
H 0.633 0.023 0.289 0.07
C 0.346 2.527 -1.910 -0.17
C 0.750 1.539 -3.007 -0.16
H 0.721 3.498 -2.227 0.06
H -0.740 2.581 -1.821 0.06
H 0.772 2.345 -0.926 0.05
H 0.898 0.525 -2.668 0.05
H 1.671 1.889 -3.462 0.06
H -0.089 1.502 -3.701 0.06
```

# C18H41N2OP3SY

A structure of composition C18H41N2OP3SY at a distorted geometry (ωB97M-V/def2-TZVPD, OMol25).

Results
2S+1: 1
Electronic energy in eV: -64076.3209
Frontier orbital gap (spin up / spin down) in eV: 8.224 / 3.503
Relative energy (zero: lowest compared OMol25 entry of this formula, charge and spin) in kJ/mol: 241.4
Lowest unoccupied orbital energy (spin up / spin down) in eV: -8.0 / -11.3
Charge: +3

Geometry as XYZ:
```
67
Properties=species:S:1:pos:R:3:lowdin_charge:R:1
Y -0.078 -0.095 1.415 0.83
P 1.964 1.191 2.420 0.69
P -1.909 1.627 1.526 0.66
P 0.538 0.852 -0.946 0.68
H -1.043 -2.589 0.820 0.06
C -0.351 -1.963 0.293 -0.28
C 1.047 -1.895 0.779 -0.26
H 1.324 -2.469 1.647 0.06
C 2.342 0.705 4.060 -0.23
C 1.874 2.926 2.507 -0.24
C 3.401 0.755 1.545 -0.25
C -3.387 1.063 0.772 -0.24
C -2.364 2.057 3.163 -0.26
C -1.618 3.214 0.805 -0.25
C 1.651 -0.194 -1.825 -0.26
C 1.240 2.448 -1.089 -0.25
C -0.921 0.854 -1.959 -0.26
H -0.538 -1.840 -0.751 0.02
H 1.834 -1.719 0.076 0.02
H 2.384 -0.401 4.205 0.09
H 1.573 1.081 4.807 0.07
H 3.260 1.144 4.310 0.06
H 1.063 3.287 3.148 0.06
H 1.764 3.398 1.517 0.05
H 2.840 3.247 2.938 0.08
H 3.585 -0.326 1.551 0.07
H 4.225 1.266 2.070 0.08
H 3.391 1.091 0.500 0.04
H -4.139 1.853 0.921 0.08
H -3.762 0.128 1.224 0.08
H -3.271 0.879 -0.305 0.05
H -3.178 2.790 3.061 0.08
H -1.545 2.532 3.728 0.04
H -2.740 1.213 3.766 0.08
H -2.530 3.787 1.020 0.08
H -1.476 3.184 -0.279 0.04
H -0.758 3.732 1.253 0.06
H 1.732 0.270 -2.813 0.05
H 1.289 -1.224 -1.944 0.05
H 2.649 -0.234 -1.362 0.07
H 1.285 2.645 -2.167 0.07
H 2.256 2.480 -0.681 0.05
H 0.652 3.240 -0.606 0.04
H -0.573 1.087 -2.975 0.04
H -1.653 1.607 -1.653 0.03
H -1.423 -0.126 -1.969 0.06
C -0.602 -2.691 -5.713 -0.55
C -1.787 -2.971 -6.444 -0.04
C -2.026 -4.250 -6.941 0.00
C -1.103 -5.278 -6.729 0.04
C 0.069 -5.019 -6.012 0.00
C 0.318 -3.746 -5.511 -0.06
S -0.229 -1.129 -5.059 1.02
H -1.356 -0.492 -5.495 -0.04
H -2.506 -2.175 -6.609 0.12
H -2.942 -4.443 -7.498 0.14
H -1.296 -6.280 -7.122 0.15
H 0.794 -5.810 -5.841 0.14
H 1.230 -3.541 -4.952 0.12
N 0.281 -1.189 5.232 0.25
C -0.031 -0.049 4.708 -0.65
N -0.433 0.975 5.483 0.21
O -0.042 0.011 3.432 -0.30
H 0.255 -1.309 6.208 0.14
H 0.547 -1.977 4.645 0.16
H -0.582 1.984 5.225 0.15
H -0.466 0.822 6.470 0.13
```

# C31H42N2O5

A cluster of 3 separate species, C31H42N2O5 in total at a distorted geometry (ωB97M-V/def2-TZVPD, OMol25).

Results
2S+1: 1
Electronic energy in eV: -46044.1721
Frontier orbital gap in eV: 8.177
Lowest unoccupied orbital energy in eV: -0.9
Charge: 0

Geometry as XYZ:
```
80
Properties=species:S:1:pos:R:3:lowdin_charge:R:1
N 1.016 3.108 0.151 0.01
C 0.104 1.932 0.216 -0.25
C 0.460 1.033 1.415 -0.11
C 0.391 -0.467 1.138 -0.14
C 1.474 -1.247 1.514 0.04
C 1.511 -2.612 1.324 -0.12
C 2.721 -3.383 1.760 -0.21
C 3.921 -3.386 1.078 -0.03
C 4.975 -4.143 1.547 -0.09
C 4.881 -4.903 2.693 -0.08
C 3.674 -4.893 3.380 -0.08
C 2.620 -4.143 2.920 -0.05
C 0.432 -3.282 0.733 -0.08
C 0.442 -4.800 0.531 -0.20
N 0.296 -5.238 -0.856 0.02
C -0.649 -2.511 0.333 -0.03
C -0.675 -1.128 0.548 -0.04
C -1.897 -0.352 0.085 -0.26
O -2.374 0.576 0.708 0.11
C -2.509 -0.864 -1.206 -0.13
C -3.071 0.137 -2.212 -0.10
C -2.255 0.048 -3.561 -0.17
C -1.311 1.265 -3.780 -0.15
C 0.153 0.890 -3.408 -0.27
O 0.946 0.715 -4.582 -0.07
C -2.492 -2.177 -1.391 0.06
C -1.878 -3.092 -0.360 -0.29
O -2.358 -4.177 -0.094 0.10
H 1.271 3.276 1.121 0.06
H 0.503 3.929 -0.152 0.06
H 0.090 1.396 -0.741 0.09
H -0.903 2.340 0.382 0.10
H 1.504 1.248 1.694 0.11
H -0.162 1.237 2.296 0.13
H 2.350 -0.801 1.988 0.14
H 4.006 -2.802 0.162 0.12
H 5.911 -4.124 0.988 0.11
H 5.738 -5.465 3.050 0.11
H 3.588 -5.492 4.285 0.11
H 1.679 -4.183 3.470 0.13
H 1.322 -5.270 0.984 0.10
H -0.414 -5.181 1.107 0.12
H -0.668 -5.416 -1.102 0.05
H 0.633 -4.544 -1.513 0.07
H -4.135 -0.057 -2.378 0.12
H -2.905 1.146 -1.816 0.10
H -1.681 -0.884 -3.575 0.10
H -3.002 0.066 -4.366 0.11
H -1.607 2.141 -3.194 0.10
H -1.282 1.502 -4.852 0.11
H 0.144 -0.024 -2.794 0.11
H 0.567 1.725 -2.816 0.10
H 1.706 0.187 -4.315 0.08
H -2.913 -2.599 -2.307 0.14
C 3.735 5.053 -3.514 -0.17
C 3.123 5.099 -2.121 -0.18
C 3.950 4.059 -1.382 -0.22
O 5.250 4.067 -1.986 -0.14
C 5.205 4.821 -3.200 -0.21
H 3.563 5.954 -4.101 0.11
H 3.331 4.202 -4.069 0.11
H 3.281 6.087 -1.679 0.11
H 2.056 4.884 -2.101 0.10
H 3.525 3.058 -1.501 0.10
H 4.040 4.272 -0.317 0.11
H 5.729 5.768 -3.032 0.12
H 5.724 4.274 -3.989 0.11
C -4.572 0.546 3.623 -0.18
C -5.892 0.188 4.293 -0.17
C -6.694 1.466 4.102 -0.21
O -6.237 2.060 2.884 -0.14
C -5.037 1.402 2.456 -0.21
H -3.989 -0.319 3.309 0.11
H -3.958 1.142 4.304 0.11
H -6.368 -0.637 3.757 0.11
H -5.792 -0.099 5.339 0.11
H -6.510 2.176 4.916 0.12
H -7.768 1.284 4.038 0.11
H -5.281 0.785 1.585 0.11
H -4.298 2.145 2.158 0.11
```

# C5H7FKO4

A structure of composition C5H7FKO4 at a distorted geometry (ωB97M-V/def2-TZVPD, OMol25).

Results
2S+1: 2
Expectation value of S²: 0.77
Electronic energy in eV: -32527.9137
Frontier orbital gap (spin up / spin down) in eV: 5.274 / 7.182
Lowest unoccupied orbital energy (spin up / spin down) in eV: -1.0 / -1.0
Charge: 0

Geometry as XYZ:
```
18
Properties=species:S:1:pos:R:3:lowdin_charge:R:1
K 7.917 1.558 1.814 0.94
O 5.906 3.296 3.070 -0.11
C 4.968 2.483 3.256 -0.82
O 5.053 1.270 2.942 -0.09
O 3.761 3.004 3.554 -0.01
C 2.623 2.254 3.155 -0.23
H 2.642 2.088 2.067 0.13
H 2.635 1.268 3.647 0.13
C 1.350 2.966 3.498 0.10
H 1.187 3.085 4.573 0.10
H 1.172 3.883 2.923 0.10
F 0.081 1.918 2.651 -0.26
O -0.965 1.077 0.168 0.08
C -0.989 0.724 1.301 -0.25
C -1.213 -0.660 1.818 -0.07
H -2.215 -0.708 2.265 0.08
H -0.485 -0.867 2.615 0.08
H -1.038 -1.400 1.026 0.08
```

# C19H17Cl3N2O3

The molecule C19H17Cl3N2O3 (ωB97M-V/def2-TZVPD, OMol25).

Results
2S+1: 1
Electronic energy in eV: -66670.4678
Frontier orbital gap in eV: 8.779
Lowest unoccupied orbital energy in eV: 0.2
Charge: 0

Geometry as XYZ:
```
44
Properties=species:S:1:pos:R:3:lowdin_charge:R:1
O 1.337 2.742 -0.725 0.06
C 1.332 1.669 -0.163 -0.43
N 0.222 1.029 0.305 0.15
C -1.096 1.448 0.288 -0.14
C -1.474 2.703 -0.195 0.02
C -2.791 3.109 -0.163 -0.08
C -3.756 2.262 0.362 -0.67
Cl -5.407 2.775 0.443 0.67
C -3.412 1.005 0.823 -0.06
C -2.090 0.572 0.776 -0.06
C -1.722 -0.801 1.227 -0.41
O -0.616 -1.076 1.677 0.06
N -2.697 -1.726 1.109 0.08
C -2.425 -3.134 1.258 -0.11
C -2.403 -3.849 -0.108 -0.30
C -3.789 -3.923 -0.779 -0.13
C -3.504 -3.522 -2.226 -0.15
C -2.294 -2.603 -2.057 -0.20
O -1.538 -3.167 -1.006 -0.09
C 2.584 0.892 0.113 -0.15
C 2.795 0.312 1.363 -0.01
C 3.969 -0.354 1.655 -0.09
C 4.953 -0.451 0.681 -0.67
Cl 6.422 -1.278 1.029 0.69
C 4.771 0.110 -0.572 -0.12
C 3.590 0.785 -0.848 -0.59
Cl 3.378 1.451 -2.417 0.76
H 0.345 0.125 0.768 0.10
H -0.714 3.359 -0.586 0.10
H -3.068 4.084 -0.531 0.11
H -4.181 0.383 1.256 0.11
H -3.541 -1.475 0.619 0.12
H -1.439 -3.210 1.722 0.13
H -3.174 -3.598 1.905 0.13
H -1.985 -4.852 0.045 0.15
H -4.218 -4.919 -0.699 0.11
H -4.481 -3.217 -0.315 0.11
H -4.343 -3.024 -2.706 0.11
H -3.224 -4.396 -2.814 0.11
H -1.652 -2.558 -2.938 0.12
H -2.611 -1.580 -1.801 0.12
H 2.036 0.396 2.126 0.12
H 4.123 -0.794 2.627 0.11
H 5.534 0.028 -1.328 0.11
```